Here is 13 unconnected molecules or ions with the total composition C34H71BCl24N2O4 from OMol25. Energies are from the ωB97M-V functional and the def2-TZVPD basis.

Its total charge is 0. The HOMO-LUMO gap is 8.82 eV. The LUMO energy comes out at 0.00949 Ha. The value obtained for the electronic energy is -12818.02634 Eh.

Cartesian coordinates (Å):
C1 -1.68556 -4.49115 -0.68723
C2 -0.40440 -4.49433 -1.53082
C3 -0.07859 -3.13425 -2.16592
C4 -0.69235 -2.94351 -3.56735
C5 -1.52546 -1.66493 -3.77839
C6 -2.42969 -1.26612 -2.60364
C7 -1.83588 -0.19098 -1.65627
C8 -2.79039 0.99472 -1.44673
C9 -2.73447 1.91837 -2.65136
N1 -3.51447 3.16199 -2.44562
B1 -4.21806 3.51939 -3.66922
O1 -5.58577 3.18626 -3.80624
N2 -3.49587 4.15841 -4.72946
C10 -4.16416 4.12512 -6.03133
C11 -3.08189 5.54185 -4.37126
O2 -2.41222 1.73322 -0.30113
C12 -2.90901 1.22233 0.92546
C13 -1.80382 0.84646 1.92451
C14 -2.01774 1.41945 3.33504
C15 -0.70791 1.89516 3.97928
C16 0.15409 0.73605 4.51436
C17 1.67283 0.88433 4.26266
C18 2.53203 0.93581 5.53604
C19 3.13809 -0.42001 5.93366
C20 4.54409 -0.57033 5.38298
O3 5.24828 -1.63662 6.02683
C21 5.26419 -2.86337 5.46401
C22 5.61601 -2.98489 4.01135
O4 5.08285 -3.82990 6.15949
H1 -1.82382 -3.52668 -0.19309
H2 -1.64539 -5.25331 0.09269
H3 -2.57774 -4.69176 -1.28337
H4 0.42764 -4.83052 -0.90876
H5 -0.50995 -5.24211 -2.32129
H6 1.00909 -3.07018 -2.24786
H7 -0.38456 -2.34035 -1.48534
H8 -1.28770 -3.81063 -3.86110
H9 0.13420 -2.90380 -4.28292
H10 -0.88365 -0.83204 -4.07756
H11 -2.17243 -1.84982 -4.64183
H12 -2.69783 -2.14675 -2.01678
H13 -3.35541 -0.85575 -3.01490
H14 -0.93272 0.20650 -2.12733
H15 -1.56137 -0.62252 -0.69282
H16 -3.80643 0.58902 -1.35811
H17 -1.69494 2.17029 -2.87123
H18 -3.15583 1.35058 -3.49035
H19 -4.14005 3.06211 -1.65537
H20 -5.71633 2.35475 -4.26867
H21 -4.47955 3.12159 -6.29048
H22 -5.06184 4.75956 -6.03340
H23 -3.50240 4.52264 -6.79586
H24 -3.68294 5.94398 -3.55435
H25 -2.02364 5.58869 -4.11634
H26 -3.28232 6.18494 -5.22800
H27 -3.56545 1.98023 1.35914
H28 -3.50875 0.32204 0.77375
H29 -0.82775 1.14295 1.53659
H30 -1.82775 -0.24152 2.02846
H31 -2.49545 0.68286 3.98694
H32 -2.68417 2.28203 3.32115
H33 -0.98150 2.53310 4.82425
H34 -0.16229 2.50088 3.25421
H35 -0.20237 -0.20053 4.07751
H36 -0.00408 0.64042 5.59087
H37 1.82133 1.82848 3.73190
H38 2.02628 0.10399 3.58436
H39 3.34905 1.64224 5.35499
H40 1.95575 1.36102 6.35847
H41 3.21254 -0.46726 7.02278
H42 2.48692 -1.23382 5.60744
H43 5.10465 0.34387 5.58080
H44 4.51965 -0.68615 4.29818
H45 4.91515 -2.43568 3.38390
H46 5.51629 -4.03733 3.76656
H47 6.62976 -2.63955 3.81330
C23 -2.04698 1.32497 -8.16436
Cl1 -1.93047 3.07758 -8.38990
Cl2 -3.18027 0.89442 -6.87395
H48 -2.39052 0.88036 -9.08972
H49 -1.06548 0.95886 -7.89029
C24 2.04781 2.70333 -8.37537
Cl3 1.35192 1.23240 -7.68077
Cl4 3.12028 2.34817 -9.73459
H50 1.23321 3.32453 -8.72817
H51 2.61732 3.20987 -7.60639
C25 -0.24409 -2.06943 -9.82345
Cl5 -0.75286 -2.05862 -8.12609
Cl6 0.29675 -0.46804 -10.33937
H52 0.57767 -2.76402 -9.93847
H53 -1.09295 -2.36517 -10.42762
C26 -3.52759 9.57964 -2.84064
Cl7 -4.38344 8.12309 -2.33014
Cl8 -2.61401 9.33439 -4.33580
H54 -4.25479 10.36407 -3.00888
H55 -2.83216 9.85769 -2.05793
C27 8.16648 -4.27300 6.85853
Cl9 9.61922 -3.86919 5.92328
Cl10 8.38974 -5.72062 7.84494
H56 7.93464 -3.44166 7.51329
H57 7.35219 -4.44987 6.17001
C28 2.13558 -4.19988 -6.59812
Cl11 1.31902 -4.74436 -8.06959
Cl12 1.82442 -5.27009 -5.22938
H58 3.20146 -4.17850 -6.78722
H59 1.76342 -3.21102 -6.35570
C29 5.91176 -2.39196 10.24378
Cl13 7.59181 -2.33706 9.68294
Cl14 5.80048 -2.72838 11.97172
H60 5.45831 -1.42903 10.04556
H61 5.40319 -3.17788 9.69827
C30 5.73622 -7.10182 3.47894
Cl15 4.62381 -6.38803 2.30030
Cl16 7.37890 -6.47221 3.31002
H62 5.37921 -6.85779 4.47268
H63 5.75660 -8.17340 3.32573
C31 -1.93630 5.17178 0.30382
Cl17 -1.97435 6.92461 0.06653
Cl18 -2.75937 4.68971 1.79805
H64 -2.42430 4.68527 -0.53565
H65 -0.90213 4.85941 0.37546
C32 10.80045 -0.18592 10.10427
Cl19 10.85792 -0.32553 11.86434
Cl20 11.24255 1.43632 9.55441
H66 11.49794 -0.89641 9.67788
H67 9.79147 -0.39707 9.77297
C33 -6.94870 -0.33734 -0.21750
Cl21 -5.55753 -1.41448 -0.44218
Cl22 -6.57928 1.02697 0.84591
H68 -7.23412 0.05578 -1.18585
H69 -7.75797 -0.90654 0.22253
C34 -10.74600 -0.09568 1.57980
Cl23 -10.14546 -1.60792 0.87935
Cl24 -10.55451 1.26521 0.47215
H70 -11.79895 -0.21937 1.79962
H71 -10.18177 0.10963 2.48116